(1)
The following is a DFT calculation (ωB97M-V/def2-TZVPD) of a 12-piece molecular cluster, C28H78N22O12 overall.

XYZ file:
```
140
Properties=species:S:1:pos:R:3:lowdin_charge:R:1
C -2.2362 -3.9043 -1.1075 -0.662
O -1.6282 -4.6649 -0.2892 -0.074
N -3.2763 -4.3629 -1.8191 0.178
N -1.9350 -2.6269 -1.2508 0.202
H -3.4924 -5.3800 -1.8046 0.142
H -3.6512 -3.6799 -2.4561 0.101
H -1.0890 -2.2650 -0.8066 0.079
H -2.0109 -2.2159 -2.1640 0.062
C 2.0540 -4.8426 -2.1151 -0.642
O 2.9924 -4.1627 -2.5253 -0.036
N 0.8772 -4.2795 -1.6922 0.192
N 2.1702 -6.1816 -2.0778 0.171
H 0.9295 -3.2580 -1.4956 0.051
H 0.1772 -4.8154 -1.2302 0.050
H 1.6454 -6.6793 -1.3774 0.106
H 3.0872 -6.5938 -2.1726 0.082
C 1.8660 0.9311 -5.6013 -0.662
O 1.6415 0.0600 -6.3946 0.046
N 2.5311 0.7315 -4.4265 0.169
N 1.5181 2.2811 -5.7345 0.148
H 2.5082 -0.2188 -4.0175 0.121
H 2.4800 1.4526 -3.7654 0.051
H 1.2311 2.5564 -6.6515 0.097
H 2.2331 2.8916 -5.3380 0.106
C -1.2253 -1.5047 -4.6674 -0.670
O -2.3124 -1.9379 -4.3176 0.014
N -0.4288 -0.7789 -3.8212 0.146
N -0.6006 -1.6633 -5.8494 0.181
H 0.5392 -1.0908 -3.7109 0.093
H -0.7959 -0.5228 -2.8876 0.064
H 0.1265 -1.0268 -6.0461 0.030
H -1.1441 -2.1359 -6.5912 0.136
C 6.1689 -5.9198 -2.6790 -0.685
O 7.3408 -6.0874 -2.9206 0.034
N 5.4258 -5.1047 -3.4681 0.157
N 5.5106 -6.2568 -1.4953 0.123
H 5.9382 -4.6441 -4.1768 0.096
H 4.4410 -4.9672 -3.2494 0.041
H 4.9960 -5.4777 -1.1118 0.079
H 6.1533 -6.6534 -0.8152 0.100
C 1.5535 3.0270 1.3639 -0.660
O 1.1609 2.0143 1.9143 0.005
N 2.5323 2.9460 0.3760 0.168
N 1.0547 4.2694 1.5934 0.168
H 2.9973 3.7390 -0.0007 0.079
H 3.0024 2.0357 0.1707 0.106
H 0.4002 4.4022 2.3556 0.119
H 1.3177 5.0863 1.0536 0.089
C -0.3328 -3.5233 3.1046 -0.662
O 0.1673 -3.0558 4.1111 0.004
N 0.2732 -3.5475 1.9075 0.187
N -1.5666 -4.1746 3.1308 0.165
H -0.1525 -4.0486 1.1340 0.062
H 1.2693 -3.5388 1.8453 0.102
H -2.0302 -4.2158 2.2316 0.071
H -2.1870 -3.8055 3.8407 0.100
C 4.5749 1.6259 2.6674 -0.645
O 4.1958 0.8923 1.7286 -0.047
N 4.3894 1.2507 3.9382 0.182
N 5.1985 2.8217 2.4246 0.156
H 4.3111 1.9824 4.6543 0.124
H 3.7029 0.5003 4.0772 0.074
H 5.9605 3.2024 2.9928 0.116
H 5.3432 2.9406 1.4576 0.075
C 1.7669 -0.3820 5.3689 -0.674
O 1.8952 0.6612 5.8959 0.062
N 1.7655 -1.6106 6.0222 0.157
N 1.8297 -0.5552 3.9678 0.157
H 1.7051 -1.4355 6.9889 0.077
H 1.4452 -2.5091 5.6611 0.073
H 1.6019 -1.4566 3.6550 0.039
H 1.7627 0.2416 3.3844 0.041
C 2.0625 -1.4177 -0.3469 -0.674
O 1.0683 -1.6024 -1.0616 -0.056
N 1.9146 -0.6685 0.7839 0.178
N 3.2627 -1.9058 -0.5878 0.187
H 0.9531 -0.3947 0.9845 0.082
H 2.7355 -0.2320 1.2677 0.068
H 4.0746 -1.5109 -0.0746 0.128
H 3.4931 -2.6486 -1.2775 0.096
C -2.4856 0.5872 5.4297 -0.006
C -2.8742 0.6362 3.8896 -0.527
C -1.7976 -0.0256 3.1295 -0.114
C -2.1599 -0.2130 1.5615 -0.126
C -3.4755 -0.9390 1.4891 -0.166
C -4.6706 -0.3833 2.2851 -0.508
N -4.0922 -0.1837 3.6679 -0.046
O -5.2050 0.2595 4.4971 -0.029
C -5.2278 0.7944 1.5146 -0.033
C -5.7855 -1.4750 2.4070 -0.016
C -2.9810 2.1118 3.5171 -0.020
H -2.9474 1.3401 6.1030 0.086
H -1.4681 1.0245 5.3906 0.083
H -2.5851 -0.4169 5.7915 0.076
H -0.8715 0.5513 3.2197 0.102
H -1.4743 -0.9521 3.5991 0.104
H -1.3830 -0.8488 1.0989 0.088
H -2.1780 0.6954 0.9797 0.066
H -3.3468 -1.9216 1.8637 0.088
H -3.7707 -1.0417 0.4085 0.130
H -5.9091 0.4646 0.7575 0.079
H -5.8726 1.4440 2.1994 0.102
H -4.4266 1.4563 1.1571 0.063
H -6.0585 -1.9200 1.4806 0.072
H -5.3199 -2.1632 3.0917 0.077
H -6.6274 -0.9476 2.9014 0.090
H -3.8599 2.5048 4.0312 0.085
H -3.0283 2.2217 2.4453 0.053
H -2.1576 2.7013 3.8949 0.083
H -5.5449 1.0286 4.0631 0.045
C -0.9874 5.2695 -3.4658 -0.026
C -0.1475 4.9415 -2.2071 -0.445
C -0.9660 5.4231 -0.9839 -0.148
C -2.1981 4.5705 -0.7254 -0.174
C -1.7345 3.1917 -0.4426 -0.123
C -0.8700 2.5442 -1.6044 -0.463
N 0.1853 3.4873 -1.9660 -0.067
O 0.9331 3.0388 -3.0771 -0.052
C -0.1494 1.3290 -1.0455 -0.054
C -1.8363 1.9975 -2.7048 -0.011
C 1.2315 5.6704 -2.2104 -0.018
H -1.7923 4.6067 -3.6739 0.041
H -0.3279 5.1332 -4.3438 0.088
H -1.4703 6.2463 -3.4950 0.090
H -0.3088 5.4026 -0.1372 0.071
H -1.2652 6.4464 -1.1829 0.120
H -2.8030 4.6669 -1.6394 0.114
H -2.8203 5.0004 0.0653 0.119
H -2.5454 2.4214 -0.2421 0.121
H -1.0458 3.2104 0.3845 0.092
H -0.7078 0.3867 -1.0440 0.061
H 0.7879 1.1330 -1.6043 0.092
H 0.1116 1.4622 -0.0211 0.037
H -2.4945 1.3168 -2.1410 0.097
H -2.2938 2.8173 -3.2195 0.051
H -1.3756 1.4284 -3.5506 0.073
H 1.3114 6.5584 -2.8887 0.099
H 2.0255 5.0540 -2.5172 0.046
H 1.5350 5.9907 -1.2160 0.061
H 0.3746 2.4646 -3.5494 0.028
```

Summary:
* frontier orbital gap: 8.903 eV
* total charge: 0
* structure (SMILES): CC1(C)CCCC(C)(C)N1O.CC1(C)CCCC(C)(C)N1O.NC(N)=O.NC(N)=O.NC(N)=O.NC(N)=O.NC(N)=O.NC(N)=O.NC(N)=O.NC(N)=O.NC(N)=O.NC(N)=O
* energy relative to the best compared isomer or geometry (same formula, charge and spin): 0.00 kJ/mol

***

(2)
The following is a DFT calculation (ωB97M-V/def2-TZVPD) of a 10-piece molecular cluster, C28H78N2O14 overall.

XYZ file:
```
122
Properties=species:S:1:pos:R:3:lowdin_charge:R:1
C -1.0577 -4.2391 2.9737 -0.087
O 0.2613 -3.9251 2.5867 -0.170
C 0.3623 -3.2151 1.3317 -0.182
C 1.6863 -3.6021 0.7827 -0.210
N 1.9663 -2.8261 -0.4093 -0.033
C 3.1733 -3.3271 -1.1013 -0.165
C 3.1093 -2.7831 -2.5143 -0.413
O 4.0143 -2.8921 -3.3483 -0.106
C 4.1903 -4.2831 -3.7333 -0.044
H -0.9347 -4.9251 3.7667 0.073
H -1.5857 -4.7011 2.1467 0.070
H -1.5417 -3.3631 3.3827 0.077
H 0.4053 -2.1701 1.5697 0.126
H -0.3677 -3.5021 0.6457 0.073
H 1.6753 -4.6431 0.6267 0.099
H 2.4833 -3.4381 1.4997 0.124
H 2.1143 -1.8651 -0.1183 0.080
H 3.2223 -4.3871 -1.0983 0.096
H 4.0763 -3.0701 -0.5903 0.115
H 2.9633 -1.7061 -2.4163 0.113
H 2.1393 -3.0511 -2.9503 0.119
H 4.9343 -4.3131 -4.5573 0.094
H 3.3533 -4.7491 -4.2643 0.090
H 4.5583 -4.8781 -2.8613 0.101
C 5.7223 3.5659 2.0367 -0.086
O 4.4553 3.8879 1.4357 -0.200
C 4.4973 4.0069 0.0397 -0.247
C 3.0773 4.3639 -0.4113 -0.178
N 3.0553 4.4879 -1.8873 -0.037
C 1.6593 4.4609 -2.3983 -0.170
C 1.3853 3.0719 -2.8353 -0.404
O 2.2833 2.4329 -3.4443 -0.121
C 2.0143 1.0599 -3.6433 -0.052
H 5.8523 3.8089 3.1117 0.094
H 6.5733 4.0219 1.4877 0.094
H 5.8163 2.4909 1.9577 0.058
H 5.0223 3.1419 -0.4083 0.126
H 5.1453 4.7589 -0.2363 0.090
H 2.8403 5.3499 0.0277 0.138
H 2.4643 3.5509 -0.1143 0.081
H 3.4153 3.6139 -2.3333 0.101
H 1.4953 5.0939 -3.2843 0.119
H 0.9243 4.7809 -1.6553 0.102
H 0.4523 3.0539 -3.3853 0.129
H 0.9983 2.5669 -1.9323 0.116
H 2.8533 0.4579 -4.0653 0.113
H 1.1873 0.8769 -4.3273 0.101
H 1.7053 0.5039 -2.7993 0.039
C -2.4197 -0.3831 3.2937 -0.068
C -2.6557 0.9639 3.7757 -0.349
O -3.1917 1.7009 2.7317 -0.082
H -1.5757 -0.3171 2.6427 0.061
H -3.2447 -0.8591 2.7837 0.082
H -2.2007 -0.9681 4.1897 0.093
H -1.7397 1.4049 4.0797 0.094
H -3.2447 1.0839 4.6977 0.127
H -3.2867 2.6269 2.9977 0.113
C -5.9177 1.4409 0.5007 -0.090
C -6.3697 0.5489 1.5607 -0.326
O -7.1797 1.3329 2.4647 -0.095
H -5.5517 2.4219 0.8237 0.083
H -6.6987 1.7629 -0.1433 0.074
H -5.1007 1.0249 -0.0293 0.046
H -5.4797 0.1769 2.0657 0.092
H -6.8807 -0.3131 1.2907 0.087
H -7.4577 0.7399 3.2307 0.113
C -2.8807 4.2739 0.0327 -0.088
C -1.8087 4.2629 -0.9303 -0.325
O -1.8537 3.0429 -1.6593 -0.059
H -2.6097 3.7919 0.9847 0.066
H -3.7297 3.7359 -0.3353 0.077
H -3.1887 5.2649 0.2607 0.079
H -0.8257 4.4639 -0.4823 0.087
H -1.9327 5.1379 -1.5773 0.118
H -2.3777 2.4549 -1.1613 0.005
C 0.8943 2.2999 2.6947 -0.115
C -0.0317 2.9619 1.8727 -0.411
O -0.2257 4.2609 2.2977 -0.045
H 1.8903 2.7669 2.6607 0.083
H 1.0343 1.2659 2.3637 0.078
H 0.6213 2.2839 3.7687 0.095
H -0.9867 2.3909 1.8657 0.107
H 0.3963 2.9389 0.8587 0.109
H 0.5643 4.7499 2.0107 0.100
C -4.7507 -2.0321 -0.2323 -0.105
C -3.8117 -3.0031 -0.7073 -0.376
O -3.0007 -3.3731 0.3607 -0.101
H -4.2947 -1.1831 0.3187 0.070
H -5.5387 -2.4981 0.3547 0.087
H -5.3067 -1.6241 -1.0573 0.086
H -3.2397 -2.4821 -1.4663 0.100
H -4.2617 -3.9051 -1.1433 0.131
H -2.5457 -4.1951 0.0657 0.025
C -0.2087 -4.5661 -2.0413 -0.084
C -0.6067 -5.6801 -1.2763 -0.334
O -1.7757 -5.5631 -0.5063 -0.082
H -0.8037 -4.3941 -2.9343 0.105
H 0.8463 -4.6431 -2.3433 0.091
H -0.2567 -3.6711 -1.4883 0.029
H 0.2123 -5.9881 -0.6033 0.122
H -0.7947 -6.5651 -1.9273 0.134
H -1.9087 -6.3991 -0.0023 0.136
C -1.0357 -0.1811 -1.5033 -0.209
C -1.5877 -0.1251 -0.1293 -0.224
O -2.5177 0.9369 -0.0623 -0.067
O 0.0363 -1.0951 -1.6663 -0.091
H -0.7327 0.7789 -1.8473 0.098
H -1.8597 -0.5891 -2.1923 0.150
H -0.7867 0.0759 0.5507 0.099
H -2.1257 -1.0751 0.1507 0.116
H -2.7837 1.0989 0.8227 0.028
H -0.0267 -2.0121 -1.3853 0.044
C 3.7683 0.5549 0.8617 -0.251
C 3.0423 0.6799 -0.4123 -0.250
O 1.7063 0.5509 -0.0743 -0.033
O 3.7423 -0.7611 1.3157 -0.029
H 3.2543 1.2419 1.5067 0.101
H 4.8113 0.8259 0.7367 0.118
H 3.2993 -0.1251 -1.0353 0.095
H 3.3203 1.5429 -1.0073 0.109
H 1.1763 0.0569 -0.6543 0.004
H 4.4923 -0.9091 1.8907 0.094
```

Summary:
* frontier orbital gap: 8.903 eV
* total charge: 0
* structure (SMILES): COCCNCCOC.COCCNCCOC.OCCO.OCCO.CCO.CCO.CCO.CCO.CCO.CCO
* energy relative to the best compared isomer or geometry (same formula, charge and spin): 234.00 kJ/mol

***

(3)
The following is a DFT calculation (ωB97M-V/def2-TZVPD) of a 9-piece molecular cluster, C28H78N4O13 overall.

XYZ file:
```
123
Properties=species:S:1:pos:R:3:lowdin_charge:R:1
C 34.8010 -13.5002 -23.0240 -0.132
O 34.2588 -13.8785 -24.2516 -0.193
C 33.5219 -15.1129 -24.2804 -0.214
C 32.9149 -15.2904 -25.6511 -0.198
N 31.6519 -14.5201 -25.6659 -0.083
C 30.8011 -14.4646 -26.8874 -0.192
C 29.5428 -13.6100 -26.6425 -0.177
O 29.9625 -12.2727 -26.2018 -0.171
C 28.9044 -11.3792 -26.2360 -0.167
H 33.9944 -13.3206 -22.3133 0.080
H 35.4492 -12.6238 -23.0231 0.088
H 35.3212 -14.3267 -22.5400 0.080
H 32.7689 -15.0611 -23.4940 0.122
H 34.1654 -15.9826 -24.1476 0.116
H 32.7771 -16.3386 -25.9164 0.116
H 33.5779 -14.8452 -26.3930 0.117
H 31.8692 -13.5998 -25.3111 0.097
H 30.4482 -15.4832 -27.0487 0.114
H 31.4818 -14.0841 -27.6490 0.115
H 28.9411 -14.1575 -25.9170 0.122
H 29.1299 -13.5918 -27.6511 0.117
H 29.1136 -10.4295 -25.7438 0.083
H 27.9278 -11.6008 -25.8056 0.084
H 28.6636 -11.0679 -27.2525 0.081
C 18.4280 -19.7282 -25.2214 -0.071
O 19.5618 -18.8072 -25.2292 -0.210
C 20.4593 -18.9957 -24.1522 -0.232
C 21.5130 -17.8628 -24.0833 -0.187
N 22.7655 -18.1119 -24.8254 -0.055
C 22.4810 -18.3096 -26.2521 -0.220
C 23.6312 -17.8348 -27.2167 -0.168
O 24.8725 -18.5602 -27.0339 -0.198
C 24.7929 -19.9468 -27.2734 -0.136
H 18.6549 -20.7629 -25.4782 0.082
H 17.7372 -19.3071 -25.9519 0.085
H 17.9964 -19.6409 -24.2244 0.080
H 20.8917 -19.9949 -24.2043 0.120
H 19.9569 -18.9666 -23.1853 0.107
H 21.7128 -17.5890 -23.0474 0.107
H 21.2498 -16.8631 -24.4288 0.120
H 23.1963 -18.9846 -24.5555 0.098
H 21.6891 -17.6948 -26.6800 0.114
H 22.1127 -19.3248 -26.3999 0.100
H 23.7918 -16.7684 -27.0580 0.116
H 23.4152 -17.8826 -28.2840 0.112
H 25.6717 -20.4452 -26.8642 0.086
H 24.6098 -20.2400 -28.3071 0.084
H 23.9768 -20.4536 -26.7584 0.065
C 32.5110 -10.1211 -33.5071 -0.121
O 32.4923 -11.2966 -34.2875 -0.203
C 31.8953 -12.4254 -33.6615 -0.215
C 32.2191 -13.6942 -34.4476 -0.180
N 33.6807 -14.0584 -34.5937 -0.054
C 34.1437 -14.7155 -33.3975 -0.222
C 33.5770 -16.1601 -33.2864 -0.189
O 32.2453 -16.1606 -32.7896 -0.220
C 31.4699 -17.3336 -32.9905 -0.104
H 33.1822 -10.2317 -32.6553 0.080
H 31.5329 -9.8439 -33.1139 0.085
H 32.9939 -9.2952 -34.0294 0.085
H 30.8252 -12.2184 -33.6629 0.123
H 32.2780 -12.4895 -32.6428 0.114
H 31.7860 -13.6700 -35.4476 0.111
H 31.5706 -14.4450 -33.9960 0.102
H 34.0697 -13.1491 -34.7982 0.094
H 33.9463 -14.0212 -32.5807 0.106
H 35.2322 -14.6864 -33.4455 0.116
H 34.1874 -16.6347 -32.5181 0.118
H 33.7142 -16.5432 -34.2976 0.125
H 30.6217 -17.4211 -32.3115 0.079
H 32.0413 -18.2250 -32.7318 0.085
H 31.0012 -17.3388 -33.9745 0.086
C 36.3139 -20.9220 -22.3924 -0.083
O 37.4858 -20.4186 -21.6826 -0.212
C 38.6531 -21.2835 -21.9002 -0.200
C 39.8355 -20.8085 -21.0143 -0.197
N 40.3523 -19.4862 -21.4412 -0.068
C 41.3088 -18.9048 -20.5870 -0.229
C 42.7727 -19.4295 -20.8066 -0.192
O 43.3788 -18.6610 -21.8547 -0.201
C 44.7648 -18.9076 -21.9950 -0.116
H 35.5516 -20.2294 -22.0356 0.090
H 36.1192 -21.9518 -22.0928 0.076
H 36.4923 -20.9468 -23.4674 0.076
H 39.0830 -21.4018 -22.8948 0.118
H 38.3263 -22.2566 -21.5336 0.108
H 40.6074 -21.5740 -20.9350 0.111
H 39.4325 -20.8227 -20.0016 0.107
H 39.5858 -18.8326 -21.5140 0.108
H 40.9614 -19.0641 -19.5661 0.108
H 41.3402 -17.8281 -20.7539 0.122
H 42.6934 -20.4912 -21.0400 0.109
H 43.3215 -19.2539 -19.8814 0.114
H 45.2826 -18.3672 -21.2025 0.081
H 45.0888 -18.4373 -22.9234 0.087
H 44.9734 -19.9760 -21.9382 0.085
C 29.0199 -24.8496 -29.6569 -0.140
O 29.9168 -24.0979 -30.5147 -0.140
H 28.5439 -25.6935 -30.1561 0.074
H 29.5737 -25.2333 -28.8001 0.068
H 28.3569 -24.0636 -29.2950 0.077
H 30.5364 -24.7136 -30.9129 0.064
C 29.9821 -24.0918 -23.9929 -0.204
O 30.9242 -23.7130 -24.9248 -0.106
H 28.9699 -23.7639 -24.2298 0.081
H 29.8656 -25.1755 -24.0028 0.073
H 30.2679 -23.8528 -22.9685 0.078
H 31.6800 -24.2934 -24.8085 0.081
C 36.7066 -19.5249 -27.0667 -0.175
O 35.8846 -19.0612 -28.1214 -0.112
H 37.7296 -19.1505 -27.1047 0.078
H 36.3844 -19.2103 -26.0741 0.062
H 36.6807 -20.6144 -27.0485 0.075
H 35.2207 -19.7398 -28.2644 0.067
C 28.7715 -18.8668 -23.3863 -0.142
O 29.2140 -17.5860 -22.8610 -0.129
H 28.8375 -19.6763 -22.6593 0.074
H 27.7604 -18.7888 -23.7859 0.067
H 29.3488 -19.1356 -24.2708 0.067
H 29.6225 -17.0984 -23.5800 0.058
O 32.0574 -21.0128 -28.1557 -0.053
H 31.5459 -21.1625 -27.3606 0.024
H 31.4164 -21.0568 -28.8652 0.028
```

Summary:
* frontier orbital gap: 8.273 eV
* total charge: 0
* structure (SMILES): COCCNCCOC.COCCNCCOC.COCCNCCOC.COCCNCCOC.CO.CO.CO.CO.O
* energy relative to the best compared isomer or geometry (same formula, charge and spin): 326.82 kJ/mol